Record 1
Formula: C32H58Cl10FN2O4
Source: the Open Molecules 2025 dataset
Level of theory: ωB97M-V/def2-TZVPD

Values from the calculation:
* net charge: +1
* frontier orbital gap: 8.13 eV
* LUMO energy: -3.432 eV
* E: -6366.103933 Eh

Element x y z (Å)
C  -2.395531  4.330558  -2.188920
O  -1.723960  4.718350  -3.369796
C  -1.219556  3.648087  -4.136897
C  -2.306422  2.751992  -4.726015
C  -1.757953  1.517626  -5.447882
C  -0.898716  0.515530  -4.646960
C  -1.278417  0.280733  -3.171161
C  -1.044735  -1.183958  -2.749080
C  0.391454  -1.503816  -2.277462
C  0.580536  -1.541347  -0.756426
C  0.385977  -0.213870  0.002798
C  1.511434  0.870829  -0.141910
C  0.989303  2.299298  -0.436443
C  2.637180  0.592558  -1.138554
C  3.836520  1.566892  -1.041421
C  3.825530  2.685038  -2.111280
O  3.765430  3.972250  -1.488833
N  1.990404  0.964579  1.248742
C  1.271873  0.415722  2.152496
C  1.721066  0.457520  3.578934
C  2.660995  1.608176  3.856703
O  3.852537  1.543502  3.940025
F  2.002391  2.776120  3.952405
C  0.068464  -0.329307  1.558764
C  0.198394  -1.760110  2.156875
C  -0.701496  -2.193405  3.336823
C  -0.089128  -2.051141  4.740819
C  -0.604751  -3.128808  5.700997
N  -2.057193  -3.353393  5.506806
C  -2.412233  -4.741342  5.656648
C  -2.862574  -5.186835  7.032497
O  -2.286557  -5.501715  4.724074
C  -1.262430  0.435138  1.806540
Cl  -1.415902  1.078872  3.474083
C  -2.500148  -0.411990  1.328022
C  -3.136142  0.114959  0.024910
Cl  -3.794051  -0.540542  2.554002
H  -2.180027  5.068345  -1.413359
H  -2.080860  3.332946  -1.863874
H  -3.481233  4.303652  -2.336569
H  -0.528661  3.025618  -3.546536
H  -0.626757  4.094725  -4.939522
H  -2.852911  3.355947  -5.456709
H  -3.023537  2.479661  -3.947892
H  -1.199346  1.858609  -6.324503
H  -2.622010  0.976960  -5.848643
H  0.147127  0.852430  -4.690047
H  -0.907552  -0.435154  -5.187690
H  -2.336800  0.507163  -3.029932
H  -0.692247  0.962375  -2.548176
H  -1.192664  -1.776758  -3.651972
H  -1.761267  -1.514704  -1.992941
H  0.618340  -2.517792  -2.622636
H  1.103262  -0.859580  -2.792171
H  1.544787  -1.993005  -0.495815
H  -0.182615  -2.226861  -0.380323
H  -0.473943  0.245228  -0.491040
H  1.736638  2.990108  -0.038902
H  0.060359  2.532090  0.080541
H  0.924490  2.482602  -1.505633
H  2.189173  0.732465  -2.120671
H  2.987092  -0.439537  -1.082254
H  4.760649  0.999874  -1.156354
H  3.894835  2.099986  -0.088364
H  2.962430  2.571192  -2.774852
H  4.719051  2.631175  -2.736536
H  3.008341  4.456066  -1.831031
H  2.860194  1.464246  1.420025
H  2.285794  -0.459778  3.775189
H  0.886593  0.472797  4.274157
H  1.237450  -1.893297  2.478356
H  0.067106  -2.498279  1.372324
H  -0.900123  -3.257967  3.180376
H  -1.679397  -1.720286  3.345258
H  1.001408  -2.051406  4.702154
H  -0.395811  -1.085703  5.163050
H  -0.042888  -4.058079  5.591689
H  -0.427933  -2.778088  6.724577
H  -2.559829  -2.807853  6.197837
H  -1.963706  -5.420605  7.609489
H  -3.425739  -4.411126  7.551382
H  -3.457629  -6.092856  6.931828
H  -1.255565  1.344397  1.210095
H  -2.169586  -1.439950  1.182960
H  -2.486061  0.794047  -0.526687
H  -3.448011  -0.735667  -0.576521
H  -4.053700  0.650689  0.272746
C  2.901565  5.953796  2.039589
Cl  2.469865  7.416111  2.918080
Cl  1.761767  5.608024  0.721940
H  3.885596  6.081606  1.604146
H  2.887336  5.119088  2.730472
C  4.873594  -2.522306  3.875666
Cl  3.850189  -3.305130  5.086657
Cl  4.379542  -2.930656  2.225047
H  4.787894  -1.448256  3.995987
H  5.897216  -2.842290  4.027585
C  -4.520182  -2.829251  -3.385380
Cl  -3.409618  -3.133492  -4.718522
Cl  -4.533488  -1.114035  -2.943393
H  -5.521803  -3.112195  -3.685344
H  -4.195811  -3.403424  -2.525440
C  0.865286  -2.878161  -7.182642
Cl  1.556057  -1.293531  -6.812762
Cl  -0.787154  -3.037325  -6.571931
H  0.846520  -3.004472  -8.258259
H  1.477322  -3.637919  -6.712293

Forces on atoms 1 to 6 (eV/Å):
-0.197 0.068 -0.133
0.192 0.052 0.107
-0.080 -0.364 -0.190
0.262 0.290 -0.128
-0.415 -0.146 0.053
0.457 0.446 -0.038

Record 2
Formula: C5H6O
Source: the Open Molecules 2025 dataset
Level of theory: ωB97M-V/def2-TZVPD

Values from the calculation:
* relative energy (zero: lowest compared OMol25 entry of this formula, charge and spin): 671.08 kJ/mol
* frontier orbital gap (spin up / spin down): 8.25 / 8.27 eV
* LUMO energy (spin up / spin down): 0.334 / 0.343 eV
* E: -269.090641 Eh

Element x y z (Å)
C  0.887336  0.637307  2.459815
C  0.458470  0.169265  1.436529
C  -0.074021  -0.443336  0.222074
C  0.748286  -0.097477  -0.983836
O  -0.037439  0.900050  -1.320538
C  -1.062903  0.500429  -0.484700
H  1.271125  1.057011  3.363608
H  -0.351271  -1.489073  0.372416
H  1.732045  -0.250128  -1.402190
H  -0.642153  -1.328056  -1.945833
H  -1.295387  -0.962248  -1.684133
H  -1.634089  1.306255  -0.033212

Forces on atoms 1 to 6 (eV/Å):
-0.156 -0.169 -0.392
0.188 0.175 0.467
-0.032 -0.146 0.016
0.154 0.058 -0.014
0.038 -0.100 -0.084
-0.113 0.200 0.206

Record 3
Formula: C46H52F5N5O3SSeSiTeTi
Source: the Open Molecules 2025 dataset
Level of theory: ωB97M-V/def2-TZVPD

Values from the calculation:
* relative energy (zero: lowest compared OMol25 entry of this formula, charge and spin): 0.00 kJ/mol
* net charge: -2
* multiplicity: 3
* frontier orbital gap (spin up / spin down): 6.49 / 4.75 eV
* LUMO energy (spin up / spin down): 3.461 / 1.232 eV
* E: -6989.730579 Eh

Element x y z (Å)
Ti  13.301023  14.353238  8.532878
C  18.323149  8.517977  14.117683
C  17.464545  8.525080  15.382870
C  18.017410  8.672133  16.653708
C  17.208908  8.852395  17.761516
C  15.789494  8.961022  17.568500
C  15.240201  8.840842  16.295430
C  16.127528  8.579668  15.212984
S  14.866178  9.610795  18.937558
O  15.822395  10.501629  19.627008
O  14.466932  8.452059  19.698523
N  13.574330  10.305715  18.469113
C  13.549944  11.553760  17.894204
C  14.624623  12.141271  17.136411
C  14.458772  13.320561  16.474892
C  13.178036  13.929590  16.537866
C  12.203086  13.337514  17.295021
N  12.388806  12.224396  18.021762
H  19.332315  8.236506  14.446919
H  18.297853  9.477323  13.627924
H  17.840946  7.814607  13.516016
H  19.063602  8.680071  16.932796
H  17.634424  9.002494  18.723338
H  14.207507  9.094771  16.057178
H  15.719134  8.530597  14.207511
H  15.494297  11.569384  17.132713
H  15.348706  13.706047  15.931498
H  13.053201  14.900488  16.077210
H  11.309430  13.924384  17.353451
C  11.274372  17.788084  7.682960
C  11.982798  17.467707  6.432532
C  12.273167  18.492022  5.598781
C  13.066121  18.275740  4.513886
C  13.620746  17.044379  4.271684
C  13.222453  15.924668  4.993456
C  13.918211  14.587777  4.874955
C  12.422624  16.186212  6.097666
N  12.000422  15.125094  7.015462
C  10.654174  14.896802  7.180701
C  9.603919  14.905373  6.161572
C  10.305033  14.444087  8.489375
C  8.854198  14.281642  8.928884
N  11.265544  14.221742  9.389190
C  10.899719  13.727216  10.649402
C  10.525918  12.347780  10.688345
C  10.117699  11.504990  9.489509
C  10.362996  11.780284  11.923078
C  10.649744  12.470875  13.104735
C  11.108832  13.748007  13.064139
C  11.202351  14.456859  11.828442
C  11.481122  15.896465  11.833572
H  11.389077  18.903335  7.897737
H  11.608686  17.189534  8.516883
H  10.223918  17.579459  7.577428
H  11.894809  19.470445  5.893396
H  13.289450  19.086361  3.876909
H  14.230774  16.884431  3.372710
H  14.928299  14.827748  4.602103
H  13.560239  13.891673  4.133558
H  13.960109  14.178883  5.875894
H  9.168295  13.833536  6.148180
H  9.982387  15.198401  5.161353
H  8.726378  15.544559  6.416450
H  8.462450  15.230333  9.159921
H  8.748559  13.650622  9.815879
H  8.103664  13.963955  8.165745
H  10.460873  10.495502  9.603330
H  10.487000  11.883426  8.541200
H  9.024856  11.456333  9.414048
H  10.161294  10.702275  12.027693
H  10.821214  11.829718  13.910303
H  11.601742  14.219793  13.936297
H  10.594961  16.382983  11.458706
H  12.327210  16.146535  11.181129
H  11.767173  16.183881  12.871813
C  12.794441  10.875622  5.651885
C  13.253313  9.802051  6.390835
C  13.406493  9.946707  7.773101
C  13.186390  11.214904  8.388362
N  12.874916  12.278120  7.592144
C  12.703933  12.105876  6.296585
C  13.393505  11.553042  9.838547
C  13.400132  10.550855  10.812105
C  13.601874  10.954267  12.115585
C  14.002014  12.260675  12.381234
C  14.135467  13.201364  11.402866
C  13.657340  12.873496  10.104095
H  12.653631  10.752422  4.533762
H  13.451047  8.863122  5.936371
H  13.770530  9.112370  8.382107
H  12.333666  12.943697  5.705095
H  13.135745  9.470838  10.577236
H  13.531400  10.309696  12.964698
H  14.160880  12.580174  13.398158
H  14.340262  14.242943  11.689185
F  13.607234  15.854905  9.550585
Te  16.823612  13.857933  8.284599
F  16.664852  11.934731  7.727300
F  17.068931  15.746667  8.235883
F  18.789873  13.582361  8.284483
F  17.047153  14.106391  6.453202
O  14.821283  14.125586  7.829019
C  10.235995  9.852145  17.032339
Si  10.880421  8.334792  16.184127
C  9.275375  7.286999  15.809995
C  11.545743  7.215475  17.489031
Se  11.998456  8.864950  14.291717
H  9.552710  9.689475  17.873215
H  9.584420  10.415282  16.335843
H  11.032213  10.340205  17.512434
H  8.835904  7.128307  16.786124
H  9.528006  6.315035  15.422544
H  8.564632  7.922584  15.309793
H  12.523061  7.640229  17.672532
H  11.490559  6.185446  17.138543
H  10.871585  7.203279  18.341717

Forces on atoms 1 to 6 (eV/Å):
-0.737 0.332 1.267
0.285 0.193 2.454
1.824 0.723 -0.624
-0.337 -0.158 1.394
-1.896 -0.113 -1.542
1.060 0.555 -0.466

Record 4
Formula: C5H24N2O7
Source: the Open Molecules 2025 dataset
Level of theory: ωB97M-V/def2-TZVPD

Values from the calculation:
* relative energy (zero: lowest compared OMol25 entry of this formula, charge and spin): 237.14 kJ/mol
* frontier orbital gap: 9.43 eV
* LUMO energy: 0.403 eV
* E: -841.057305 Eh
* SMILES string: C[C@H](CC=O)NCN.O.O.O.O.O.O

Element x y z (Å)
C  1.224773  -0.914309  -0.179196
C  -0.198496  -0.628521  -0.763819
C  -1.170735  -1.837973  -0.513086
C  -0.439192  -3.031973  -1.017731
O  -0.107529  -3.924776  -0.264533
N  -0.231082  -0.292859  -2.178910
C  0.142004  1.082660  -2.428925
N  -0.691840  2.136309  -1.925434
H  1.889160  -1.141835  -1.012482
H  1.569971  0.017254  0.259654
H  1.199122  -1.748508  0.514709
H  -0.625674  0.229295  -0.248654
H  -1.703822  -1.899030  0.422946
H  -1.961344  -1.581738  -1.221256
H  -0.084811  -3.047262  -2.060718
H  0.279657  -0.923237  -2.779739
H  1.189923  1.382485  -2.267639
H  0.164840  1.227526  -3.518914
H  -1.650508  2.099799  -2.247913
H  -0.772702  2.170674  -0.916572
O  -2.539632  2.325817  1.038319
H  -2.095358  3.112762  1.362663
H  -3.239214  2.452911  0.399093
O  1.602842  1.193211  2.648769
H  0.803070  0.852038  2.223100
H  1.658847  0.664037  3.443868
O  3.354532  -0.271259  -2.880529
H  3.501814  0.667375  -2.780894
H  3.947424  -0.892504  -2.477690
O  -0.415209  -2.814247  2.873899
H  -0.526358  -2.978363  1.935754
H  0.494264  -2.712294  3.084142
O  -0.177014  3.782539  2.146857
H  0.402619  3.679597  1.384311
H  -0.159281  2.916575  2.566915
O  -1.265505  -0.235837  2.436447
H  -1.204109  -1.163273  2.686526
H  -2.165433  0.046922  2.256679

Forces on atoms 1 to 6 (eV/Å):
-0.852 0.688 -0.854
0.157 -0.843 0.734
-0.261 1.187 -2.272
-0.086 -0.545 1.575
0.005 -0.092 -0.319
-0.369 0.531 0.566